Molecular formula: C4H7NO
Method: DFT, the ωB97M-V functional and the def2-TZVPD basis

Results
- structure (SMILES) = C1=NCCCO1
- highest occupied orbital energy (eV) = -9.528
- LUMO energy (eV) = 0.964
- DFT total energy (eV) = -7798.3583
- energy above the lowest of the compared OMol25 structures with the same formula, charge and spin (kcal/mol) = 29.7

ORCA input file:
```
! wB97M-V def2-TZVPD RIJCOSX def2/J DEFGRID3
* xyz 0 1
C 0.6513 -1.2674 0.9077
N -0.5902 -1.1125 1.0231
C -1.2361 -0.0233 0.3126
C -0.2690 1.0163 -0.2632
C 0.9107 0.2621 -0.8663
O 1.5103 -0.6108 0.0950
H 1.1709 -2.0115 1.5081
H -1.8894 0.2598 1.1565
H -1.9119 -0.4284 -0.4537
H 0.1011 1.6786 0.5257
H -0.7456 1.6421 -1.0269
H 0.5865 -0.3368 -1.7277
H 1.7113 0.9318 -1.1911
*
```

Molecular formula: C5H6O2
Method: DFT, the ωB97M-V functional and the def2-TZVPD basis

Results
- highest occupied orbital energy (eV) = -9.619
- LUMO energy (eV) = 0.959
- DFT total energy (eV) = -9370.4220
- energy above the lowest of the compared OMol25 structures with the same formula, charge and spin (kcal/mol) = 153.9

ORCA input file:
```
! wB97M-V def2-TZVPD RIJCOSX def2/J DEFGRID3
* xyz 0 1
C 1.1072 1.1623 0.8560
C -0.0095 -0.3411 0.5872
C -0.7574 -1.4225 -0.1906
C -1.2371 -0.7958 -1.2171
C 0.3066 0.6345 -0.4742
H 2.1473 1.4946 0.5308
H 0.6183 1.7631 1.4697
H -0.4101 0.2564 1.3473
H -1.3928 -2.4159 0.2229
H -2.1734 -1.2490 -1.6786
H 1.2831 0.4642 -1.1250
O 1.3884 -0.1590 1.0886
O -0.8706 0.6081 -1.4171
*
```

Molecular formula: C29H49FN3O4
Method: DFT, the ωB97M-V functional and the def2-TZVPD basis

Results
- structure (SMILES) = CCOC[C@]1(CCCOC(C)=O)[NH+]=C(CCCCOC)[C@](CCC(C)C)(c2cccnc2)[C@]1(F)CCN
- highest occupied orbital energy (eV) = -11.935
- LUMO energy (eV) = -3.398
- DFT total energy (eV) = -46239.0159

ORCA input file:
```
! wB97M-V def2-TZVPD RIJCOSX def2/J DEFGRID3
* xyz 1 1
C 5.9213 -2.6705 0.9450
C 5.4007 -1.6993 -0.0999
O 4.0004 -1.8376 -0.3398
C 3.1595 -1.3964 0.6845
C 2.0922 -0.4352 0.1205
C 2.7918 0.6503 -0.7113
C 2.0132 1.9388 -1.0304
C 1.6096 2.1191 -2.5026
O 2.6274 1.5686 -3.3277
C 2.3797 1.4055 -4.6766
C 1.1148 0.6609 -5.0294
O 3.1929 1.7761 -5.4705
N 1.4535 0.1787 1.2981
C 0.1815 0.0793 1.4183
C -0.5430 0.7339 2.5417
C 0.1393 1.9675 3.1790
C -0.7917 3.1811 3.2320
C -0.9408 3.8584 1.8633
O -1.2498 5.2205 1.9425
C -2.5458 5.4964 2.4461
C -0.4188 -0.7188 0.2916
C -1.3523 0.2335 -0.5219
C -2.7165 0.6269 0.1006
C -3.9564 0.3846 -0.8097
C -4.5508 1.7265 -1.2514
C -5.0267 -0.4477 -0.0994
C -1.1578 -1.9341 0.8359
C -0.8349 -2.5255 2.0497
C -1.5189 -3.6510 2.4679
C -2.5261 -4.1517 1.6539
N -2.8495 -3.5969 0.4967
C -2.1784 -2.5314 0.1007
C 0.8648 -1.1235 -0.5763
F 0.7322 -0.5385 -1.8329
C 1.0709 -2.6122 -0.8330
C 0.1878 -3.1916 -1.9499
N -0.3080 -4.5105 -1.5452
H 6.9377 -2.3916 1.2298
H 5.9435 -3.6891 0.5582
H 5.3124 -2.6544 1.8524
H 5.6308 -0.6627 0.1767
H 5.8723 -1.8874 -1.0643
H 2.6721 -2.2518 1.1672
H 3.7262 -0.8546 1.4556
H 3.6970 0.9116 -0.1522
H 3.1345 0.1792 -1.6295
H 1.0999 2.0235 -0.4322
H 2.6309 2.7917 -0.7427
H 1.5179 3.1877 -2.7201
H 0.6420 1.6547 -2.6995
H 0.2274 1.2569 -4.8058
H 1.0408 -0.2626 -4.4539
H 1.1297 0.4562 -6.0963
H 2.0287 0.6914 1.9576
H -1.5301 1.0101 2.1669
H -0.7376 -0.0250 3.3059
H 1.0320 2.2706 2.6217
H 0.4772 1.7195 4.1867
H -1.7667 2.8771 3.6221
H -0.3577 3.9202 3.9099
H -1.6967 3.3406 1.2504
H 0.0135 3.7986 1.3266
H -3.2563 4.7081 2.1690
H -2.8734 6.4357 2.0045
H -2.5356 5.5914 3.5363
H -0.7752 1.1337 -0.7475
H -1.5250 -0.2377 -1.4896
H -2.8834 0.1218 1.0546
H -2.6808 1.7011 0.3066
H -3.6327 -0.1402 -1.7156
H -3.8624 2.2832 -1.8919
H -5.4738 1.5723 -1.8146
H -4.7950 2.3385 -0.3791
H -4.6957 -1.4634 0.1103
H -5.2827 0.0257 0.8544
H -5.9418 -0.5007 -0.6919
H -0.0337 -2.1404 2.6772
H -1.2896 -4.1338 3.4086
H -3.0893 -5.0278 1.9522
H -2.4830 -2.1128 -0.8512
H 0.9130 -3.1862 0.0820
H 2.1159 -2.7417 -1.1158
H 0.7804 -3.2370 -2.8682
H -0.6724 -2.5452 -2.1332
H -0.6263 -5.0327 -2.3533
H 0.4539 -5.0563 -1.1554
*
```

Molecular formula: C104H78O27
Method: DFT, the ωB97M-V functional and the def2-TZVPD basis

Results
- structure (SMILES) = O=C1c2ccccc2C(=O)c2ccccc21.O=C1c2ccccc2C(=O)c2ccccc21.O=C1c2ccccc2C(=O)c2ccccc21.O=C1c2ccccc2C(=O)c2ccccc21.O=C1c2ccccc2C(=O)c2ccccc21.O=C1c2ccccc2C(=O)c2ccccc21.C[C@H]1COC(=O)O1.C[C@H]1COC(=O)O1.C[C@H]1COC(=O)O1.C[C@H]1COC(=O)O1.C[C@H]1COC(=O)O1
- highest occupied orbital energy (eV) = -9.575
- LUMO energy (eV) = -1.689
- DFT total energy (eV) = -164398.6984

ORCA input file:
```
! wB97M-V def2-TZVPD RIJCOSX def2/J DEFGRID3
* xyz 0 1
O 2.3432 -7.2510 -2.7935
C 3.2772 -6.5354 -2.9979
C 4.5866 -6.9544 -3.5822
C 4.7158 -8.2407 -4.1007
C 5.9675 -8.6269 -4.5519
C 7.0161 -7.7004 -4.6792
C 6.7954 -6.4053 -4.3276
C 5.6166 -6.0150 -3.7004
C 5.5613 -4.6046 -3.3700
O 6.5347 -3.8798 -3.4709
C 4.2883 -4.1569 -2.7956
C 4.0739 -2.8629 -2.3108
C 2.7675 -2.4161 -1.9004
C 1.7603 -3.3551 -1.7956
C 1.9670 -4.6950 -2.1660
C 3.1791 -5.0460 -2.7056
H 3.9220 -8.9671 -4.0019
H 6.2125 -9.6345 -4.9014
H 7.9703 -8.0565 -5.1669
H 7.4618 -5.5558 -4.5740
H 4.9130 -2.1911 -2.3040
H 2.5728 -1.3708 -1.6523
H 0.8252 -3.0631 -1.3651
H 1.2442 -5.4842 -1.9822
O 0.4209 2.6870 -7.4238
C 0.8576 2.4072 -6.3375
C -0.0119 2.3749 -5.1366
C -1.2945 2.8733 -5.1732
C -2.1861 2.5969 -4.1450
C -1.8369 1.7445 -3.1050
C -0.5245 1.3499 -2.9509
C 0.4068 1.6542 -3.9665
C 1.6992 1.0782 -3.8300
O 2.0133 0.4758 -2.8220
C 2.7114 1.3543 -4.9054
C 4.0357 1.0065 -4.6923
C 4.9722 1.2162 -5.7015
C 4.5725 1.8554 -6.8916
C 3.2258 2.1680 -7.1126
C 2.2887 1.9531 -6.0979
H -1.6258 3.4921 -5.9868
H -3.1773 3.0648 -4.1140
H -2.6491 1.5451 -2.4143
H -0.2004 0.8279 -2.0820
H 4.3336 0.5588 -3.7513
H 5.9987 0.9610 -5.5541
H 5.3469 2.1150 -7.5954
H 2.9389 2.7165 -8.0028
O -0.7001 -4.1461 3.2018
C -1.6101 -4.9471 3.2972
C -2.0452 -5.8542 2.2045
C -1.1552 -6.0435 1.0747
C -1.4951 -6.9381 0.0714
C -2.6599 -7.7124 0.1871
C -3.5055 -7.5478 1.2495
C -3.1451 -6.6814 2.3055
C -4.0625 -6.6666 3.5570
O -5.0553 -7.3727 3.6834
C -3.6264 -5.7299 4.6077
C -4.3425 -5.7858 5.7793
C -3.9183 -4.9486 6.8635
C -2.7789 -4.1797 6.7337
C -2.0214 -4.1893 5.5494
C -2.4451 -4.9380 4.5049
H -0.3033 -5.3893 1.0984
H -0.8556 -6.9758 -0.8132
H -2.9183 -8.3533 -0.6778
H -4.4160 -8.1267 1.4321
H -5.1985 -6.3941 5.9505
H -4.5446 -4.9665 7.7409
H -2.4891 -3.4855 7.5254
H -1.1162 -3.6032 5.5427
O 3.8780 5.1395 -5.8939
C 4.8167 4.6488 -5.3132
C 6.1632 4.5074 -5.9576
C 6.2473 4.7902 -7.3091
C 7.4426 4.7418 -8.0357
C 8.6170 4.4820 -7.3030
C 8.5752 4.1134 -5.9449
C 7.3200 4.0678 -5.3032
C 7.3219 3.8344 -3.8170
O 8.3324 3.5153 -3.2229
C 5.9533 3.9159 -3.1576
C 5.8244 3.4838 -1.8202
C 4.5819 3.6403 -1.1914
C 3.4388 4.0552 -1.8757
C 3.6157 4.4772 -3.2251
C 4.7940 4.3040 -3.8925
H 5.3617 5.1494 -7.7944
H 7.4736 4.9051 -9.1265
H 9.5810 4.6284 -7.7718
H 9.4615 3.8268 -5.4003
H 6.7232 3.0639 -1.3319
H 4.4538 3.4948 -0.1249
H 2.4617 3.9650 -1.4015
H 2.7414 4.8867 -3.7486
O -5.8562 3.2736 -1.7393
C -6.0833 3.0502 -0.5517
C -6.4537 1.6853 -0.0583
C -6.5864 0.6811 -0.9817
C -6.8358 -0.6048 -0.5292
C -7.1573 -0.8602 0.7819
C -7.1357 0.1786 1.6819
C -6.7497 1.4180 1.2787
C -6.7286 2.5303 2.3242
O -7.0302 2.2658 3.4572
C -6.3663 3.8816 1.8501
C -6.2025 4.9115 2.7457
C -5.8568 6.2136 2.3521
C -5.7155 6.4232 0.9709
C -5.8769 5.4129 0.0858
C -6.1261 4.1241 0.5057
H -6.3997 1.0245 -1.9796
H -6.8508 -1.3962 -1.2528
H -7.3007 -1.8699 1.1394
H -7.3935 0.0007 2.7308
H -6.3438 4.8071 3.7948
H -5.7847 7.0515 3.0723
H -5.5452 7.4587 0.7020
H -5.7244 5.5957 -0.9516
O 1.1381 2.4360 -0.6348
C 0.0615 2.3290 -0.0873
C -0.8698 3.4598 -0.0489
C -0.5372 4.6141 -0.7368
C -1.4514 5.7359 -0.6779
C -2.6219 5.6662 -0.0072
C -2.9282 4.5397 0.7469
C -2.0696 3.4026 0.6807
C -2.5596 2.1588 1.2566
O -3.6687 2.0485 1.7728
C -1.6107 1.0410 1.2720
C -1.9305 -0.0738 2.1129
C -1.0222 -1.1178 2.2455
C 0.2033 -1.1165 1.5992
C 0.5609 -0.0245 0.8069
C -0.3225 1.1111 0.6751
H 0.3769 4.6671 -1.3434
H -1.1983 6.6994 -1.1359
H -3.2869 6.4956 0.0545
H -3.7978 4.5058 1.3788
H -2.8163 -0.0319 2.7166
H -1.2108 -1.9236 2.9190
H 0.9459 -1.8547 1.7478
H 1.5137 0.0476 0.2562
C 2.5262 -4.6718 1.8816
C 3.5098 -4.2553 2.9219
C 4.9384 -4.7205 2.5198
O 5.8032 -3.6925 3.0592
C 5.0045 -2.6151 3.4402
O 5.4544 -1.6792 4.0140
O 3.7332 -2.8524 3.0731
H 2.8733 -4.4481 0.8849
H 1.4917 -4.3981 2.0546
H 2.5388 -5.7720 2.0448
H 3.2102 -4.7272 3.8448
H 5.0315 -4.7629 1.4042
H 5.2452 -5.7295 2.8430
C 1.4549 0.9949 4.5923
C 1.4230 0.0822 5.7296
C 0.0198 -0.2056 6.3928
O 0.1338 -1.6076 6.6968
C 1.0887 -2.1943 5.9793
O 1.3104 -3.3754 6.0018
O 1.7343 -1.2259 5.2186
H 0.6563 0.6932 3.8818
H 2.4236 1.0457 4.0994
H 1.1020 1.9476 4.9699
H 2.1830 0.1841 6.4946
H -0.7684 -0.1467 5.6536
H -0.1685 0.2793 7.3412
C -5.6328 -2.2209 4.7529
C -4.3733 -1.3361 4.9727
C -4.6856 0.1697 4.9844
O -3.8277 0.7045 5.9889
C -3.3730 -0.3003 6.7689
O -2.7512 -0.0827 7.7444
O -3.8024 -1.4654 6.2966
H -5.3562 -3.2677 4.8304
H -5.9196 -1.9985 3.7286
H -6.3048 -2.0059 5.6001
H -3.7181 -1.6424 4.1653
H -5.7218 0.3371 5.1933
H -4.6100 0.6573 3.9808
C -3.0819 -1.2318 -1.5482
C -3.8474 -2.4648 -1.1743
C -2.9489 -3.6534 -0.8262
O -3.3248 -3.9780 0.5070
C -4.2415 -3.1543 0.9960
O -4.7003 -3.2165 2.0776
O -4.5170 -2.2144 0.0904
H -2.3181 -0.9112 -0.8082
H -3.7845 -0.3979 -1.6313
H -2.5992 -1.3703 -2.5458
H -4.6912 -2.5953 -1.8706
H -1.9183 -3.3073 -0.7917
H -3.0969 -4.5266 -1.4504
C 1.3930 7.1739 1.8859
C 1.2571 8.6684 1.5309
C 0.5233 8.9563 0.2308
O -0.8668 9.0450 0.6164
C -0.9021 9.2426 1.9831
O -1.8696 9.4096 2.6221
O 0.2885 9.2508 2.5136
H 0.4109 6.6873 1.8425
H 1.8292 7.0813 2.8999
H 2.0979 6.7569 1.1739
H 2.1149 9.2875 1.7000
H 0.6631 8.1517 -0.5045
H 0.8000 9.8731 -0.2811
*
```

Molecular formula: C53H41CdN9O2S2Si
Method: DFT, the ωB97M-V functional and the def2-TZVPD basis

Results
- highest occupied orbital energy (spin up / spin down) (eV) = -1.254 / -1.249
- LUMO energy (spin up / spin down) (eV) = 3.939 / 3.939
- DFT total energy (eV) = -107248.0665
- energy above the lowest of the compared OMol25 structures with the same formula, charge and spin (kcal/mol) = 20.6

ORCA input file:
```
! wB97M-V def2-TZVPD RIJCOSX def2/J DEFGRID3
* xyz -2 1
Cd -0.7204 -1.7854 -0.8842
C -5.9905 0.3243 2.0662
C -4.9264 0.5324 1.0281
C -4.0272 1.5895 1.1295
C -3.0157 1.7521 0.2205
C -2.8255 0.8682 -0.8667
N -1.7634 0.9465 -1.6952
C -1.2247 2.1267 -2.0098
C -1.9673 3.3395 -2.0413
C -1.3886 4.5595 -2.2742
C -0.0218 4.6683 -2.5229
C 0.6506 6.0004 -2.6826
C 0.6956 3.4914 -2.6561
C 0.1285 2.2448 -2.4343
N 0.9474 1.1261 -2.6934
C 1.8058 1.0748 -3.7341
C 2.5283 -0.0902 -3.6172
C 2.0331 -0.6882 -2.4578
N 1.0761 0.0505 -1.9149
C -3.7717 -0.1805 -0.9757
C -4.7776 -0.3453 -0.0346
N -3.7045 -1.0670 -2.0654
C -4.7540 -1.5551 -2.7552
C -4.2491 -2.3828 -3.7348
C -2.8649 -2.3300 -3.5543
N -2.5596 -1.5263 -2.5512
H -5.9926 1.1493 2.7766
H -5.7979 -0.5973 2.6143
H -6.9811 0.2437 1.6156
H -4.1186 2.2922 1.9483
H -2.3153 2.5635 0.3534
H -3.0323 3.2782 -1.8649
H -1.9963 5.4554 -2.2499
H 0.0874 6.7788 -2.1715
H 0.7236 6.2711 -3.7378
H 1.6586 5.9710 -2.2706
H 1.7451 3.5448 -2.9169
H 1.8340 1.8455 -4.4804
H 3.2988 -0.4493 -4.2697
H 2.3468 -1.6073 -1.9994
H -5.4466 -1.1926 -0.1196
H -5.7651 -1.2824 -2.5202
H -4.8002 -2.9351 -4.4711
H -2.0858 -2.8321 -4.0963
O 0.4198 5.0588 2.6210
C -0.2527 4.1268 3.3570
O -0.7876 4.4706 4.3843
C -0.2437 2.7560 2.8274
C -0.0349 2.4589 1.5186
C 0.0685 1.0618 1.0581
C -0.7943 0.1359 1.8767
C -0.8976 0.4619 3.2560
C -0.5579 1.6861 3.7379
N -1.3680 -0.8713 1.2537
C -2.2519 -1.6944 1.8136
C -2.8592 -2.7558 1.1330
C -3.9393 -3.4571 1.7404
C -4.5725 -4.4604 1.0680
C -4.1200 -4.8265 -0.2075
C -3.0474 -4.1236 -0.7270
N -2.4527 -3.1174 -0.1129
H 0.7970 4.6599 1.8243
H 0.0597 3.2320 0.7637
H -0.2011 0.9599 0.0086
H -1.2766 -0.2875 3.9372
H -0.6120 1.9230 4.7884
H -2.5908 -1.5311 2.8368
H -4.2528 -3.1724 2.7362
H -5.4138 -4.9770 1.5146
H -4.5841 -5.6358 -0.7556
H -2.6418 -4.3886 -1.6995
S 0.2593 -3.6165 -2.5101
C 1.7332 -4.0877 -1.7410
C 2.6656 -4.7905 -2.5010
C 3.8978 -5.1987 -1.9912
C 4.7556 -5.9898 -2.7628
N 5.4307 -6.6792 -3.3954
C 4.2458 -4.8355 -0.6662
C 3.3085 -4.1613 0.1105
C 2.0432 -3.8206 -0.3696
S 0.9131 -3.1519 0.7401
C 5.5169 -5.1166 -0.1495
N 6.5711 -5.3121 0.2750
H 2.4092 -5.0424 -3.5216
H 3.5576 -3.9045 1.1317
C 3.1529 0.0662 5.6832
C 3.1003 1.3274 5.1106
C 2.7530 1.4724 3.7797
C 2.4321 0.3650 3.0013
C 2.4860 -0.8951 3.5936
C 2.8446 -1.0472 4.9191
Si 1.9079 0.4620 1.1825
C 3.1664 1.5143 0.2278
C 4.2676 0.8399 -0.2930
C 5.2051 1.4766 -1.0830
C 5.0642 2.8233 -1.3763
C 3.9957 3.5179 -0.8389
C 3.0611 2.8695 -0.0504
H 3.4253 -0.0493 6.7254
H 3.3315 2.2043 5.7023
H 2.7247 2.4641 3.3476
H 2.2432 -1.7589 2.9942
H 2.8888 -2.0349 5.3575
H 2.0617 -0.8810 0.6505
H 4.3827 -0.2102 -0.0700
H 6.0368 0.9179 -1.4885
H 5.7882 3.3291 -2.0036
H 3.8759 4.5706 -1.0514
H 2.2293 3.4293 0.3498
*
```

Molecular formula: C3H2BrO2S
Method: DFT, the ωB97M-V functional and the def2-TZVPD basis

Results
- structure (SMILES) = O=S(Br)#C/C=C\[O-]
- highest occupied orbital energy (eV) = -3.896
- LUMO energy (eV) = 2.840
- DFT total energy (eV) = -88114.3588
- energy above the lowest of the compared OMol25 structures with the same formula, charge and spin (kcal/mol) = 4.0

ORCA input file:
```
! wB97M-V def2-TZVPD RIJCOSX def2/J DEFGRID3
* xyz -1 1
O 1.3834 1.4859 -1.8496
S 1.2250 1.0896 -0.4520
Br 1.9920 2.9816 0.8802
C -0.4515 0.9886 -0.1853
C -0.9859 -0.3143 0.1600
C -0.4858 -1.6617 0.2487
O 0.6710 -2.0724 0.2024
H -1.9972 -0.2361 0.5250
H -1.3509 -2.2612 0.4706
*
```